1.
12
Properties=species:S:1:pos:R:3:lowdin_charge:R:1 method="wB97M-V/def2-TZVPD" charge=0 energy_ha=-356.7323 e_above_lowest_ev=3.405 orbital_gap_ev=9.217
O -2.4319 0.3200 -0.0728 -0.064
C -1.4091 -0.5423 0.3157 -0.239
C 0.0198 1.2633 -0.5143 -0.130
N 1.3032 1.3990 -0.8472 0.003
N 1.9582 0.3180 -0.3237 -0.004
C 1.1467 -0.5008 0.3272 -0.079
N -0.0709 0.0656 0.2083 -0.079
H -2.0174 1.1196 -0.4603 0.045
H -1.4103 -1.4162 -0.3484 0.129
H -1.5452 -0.8278 1.3535 0.122
H 2.9561 0.2062 -0.4527 0.153
H 1.5009 -1.4045 0.8147 0.143



2.
10
Properties=species:S:1:pos:R:3:lowdin_charge:R:1 method="wB97M-V/def2-TZVPD" charge=+1 energy_ha=-698.5714 e_above_lowest_ev=5.858 orbital_gap_ev="8.979 / 8.978"
C -1.1970 -0.1842 0.0721 -0.103
C -0.4004 -1.2736 -0.0615 -0.269
C -0.6539 1.1691 0.0657 -0.174
N 0.5129 1.5113 -0.1204 0.256
N 1.8849 0.2048 -0.0532 -0.481
O 2.9662 0.5891 0.0833 0.132
S 1.4436 -1.3492 -0.0272 1.178
H -2.3224 -0.4267 0.2406 0.168
H -0.8962 -2.2851 -0.0833 0.113
H -1.3376 2.0447 -0.1163 0.180



3.
67
Properties=species:S:1:pos:R:3:mulliken_spin:R:1 method="wB97M-V/def2-TZVPD" charge=-1 energy_ha=-3067.1326 multiplicity=5 e_above_lowest_ev=3.695 orbital_gap_ev="2.692 / 4.494"
C -5.4695 0.9077 1.6552 0.002
O -4.9025 -0.4224 1.5835 0.028
C -3.5545 -0.5189 1.7003 0.173
C -3.0217 -1.8231 1.8394 -0.062
C -1.6701 -1.9862 1.9310 0.207
C -0.8019 -0.8464 1.8748 0.098
C 0.5764 -0.9655 1.6458 0.428
C 1.6042 -0.1371 2.3045 0.094
C 2.1730 -0.2999 3.6595 0.009
C 3.2847 0.6096 3.8243 -0.022
C 3.4118 1.3868 2.6104 0.066
C 2.3945 0.9360 1.6901 0.026
Fe 3.5316 -0.5679 2.2423 0.845
C 3.4268 -2.0580 0.9357 0.179
C 3.9914 -2.5019 2.1944 0.010
C 5.1427 -1.6688 2.4901 -0.026
C 5.2927 -0.7069 1.4106 0.033
C 4.2208 -0.9416 0.4486 -0.003
C -1.3716 0.4482 1.9640 0.163
C -2.7094 0.6190 1.7417 -0.123
H -6.5310 0.7359 1.8053 0.000
H -5.0601 1.4827 2.4964 0.000
H -5.2906 1.4416 0.7127 0.002
H -3.7173 -2.6569 1.8766 -0.006
H -1.2378 -2.9817 2.0470 -0.004
H 0.8920 -1.8740 1.1170 -0.065
H 1.7372 -0.9324 4.4276 0.006
H 3.8717 0.7548 4.7329 0.015
H 4.0879 2.2220 2.4346 -0.010
H 2.1655 1.3880 0.7339 0.025
H 2.6148 -2.5392 0.4013 -0.126
H 3.6572 -3.3624 2.7663 -0.003
H 5.8263 -1.8044 3.3213 0.014
H 6.1050 0.0051 1.2994 0.012
H 4.0851 -0.4328 -0.5040 0.007
H -0.7256 1.3133 2.0947 0.026
H -3.1203 1.6215 1.6084 -0.005
C 1.4039 -0.5479 -3.2164 0.000
N 0.0067 -0.7547 -2.8661 0.152
C -0.9031 -1.4533 -3.6707 -0.080
C -2.1755 -1.4836 -3.0914 0.047
C -3.2875 -1.8933 -3.8328 -0.005
C -3.0899 -2.3613 -5.1408 0.055
C -1.8066 -2.3602 -5.7072 -0.029
C -0.7054 -1.8933 -4.9852 0.079
S -2.1139 -0.8490 -1.4474 0.147
C -0.4913 -0.2189 -1.6996 0.682
C 0.2275 0.6860 -0.9123 0.282
C -0.2140 2.0525 -0.7053 0.159
C -1.5732 2.3783 -0.9360 0.223
C -2.1082 3.6088 -0.5607 -0.123
C -1.2574 4.6411 -0.1359 0.206
C 0.1162 4.3978 -0.0656 -0.106
C 0.6407 3.1356 -0.3299 0.200
H 1.7105 0.4707 -2.9535 -0.005
H 2.0604 -1.2541 -2.6830 0.009
H 1.5260 -0.6835 -4.2936 0.002
H -4.2789 -1.8116 -3.3912 -0.002
H -3.9407 -2.7220 -5.7180 0.009
H -1.6682 -2.7213 -6.7254 0.000
H 0.2874 -1.8571 -5.4229 0.008
H 1.2585 0.4125 -0.6820 0.017
H -2.2148 1.6207 -1.3852 0.032
H -3.1812 3.7846 -0.6170 -0.004
H -1.6477 5.6339 0.1018 0.015
H 0.7893 5.2184 0.2087 -0.002
H 1.7208 2.9807 -0.2532 0.021